No. 1
Entry from OMol25: 3 unconnected molecules or ions with the total composition C15H41N6O3P2 (ωB97M-V with the def2-TZVPD basis set).

LUMO level = -3.304 eV
HOMO-LUMO gap = 7.01 eV
multiplicity = 1
HOMO = -10.3 eV
charge = +1
total energy = -49877.273 eV
strongest force on any atom = 0.61 eV/Å

Cartesian coordinates (Å):
N  1.4215  1.6441  -0.7116
P  0.7692  2.4161  -2.0439
O  0.2621  3.7199  -1.1854
N  -0.7893  1.5422  -2.2998
C  -1.4912  1.6943  -3.5899
C  -2.8720  2.3022  -3.2237
N  -2.8774  2.3306  -1.7341
P  -3.0304  3.9947  -1.0772
O  -2.6287  3.6498  0.4590
O  -4.6220  4.0510  -0.8928
C  -1.7688  1.6291  -1.3602
N  -1.6730  1.0829  -0.1750
H  0.8553  1.6708  0.1284
H  1.6947  0.6913  -0.9320
H  -0.0294  4.4404  -1.7620
H  -1.6695  0.6913  -3.9732
H  -0.9016  2.2344  -4.3256
H  -3.6667  1.6413  -3.5518
H  -3.0150  3.3066  -3.6240
H  -1.8353  4.1510  0.7025
H  -5.1485  3.6058  -1.5679
H  -0.9086  0.4686  0.0564
H  -2.3825  1.2870  0.5137
C  1.5639  -0.5698  6.5953
C  2.1737  -0.5183  5.2036
N  1.1906  -0.2599  4.1616
C  1.6890  -0.5028  2.8253
C  2.8187  0.3858  2.2875
C  0.3894  0.9391  4.3367
C  1.1162  2.2856  4.4537
H  0.7388  -1.2819  6.6291
H  2.3190  -0.8865  7.3145
H  1.1946  0.4031  6.9210
H  2.6257  -1.4884  4.9822
H  2.9961  0.2136  5.2021
H  0.8319  -0.4443  2.1383
H  2.0225  -1.5442  2.7864
H  2.4689  1.3892  2.0444
H  3.2183  -0.0505  1.3686
H  3.6477  0.4750  2.9883
H  -0.2237  0.8045  5.2299
H  -0.3240  0.9804  3.5057
H  1.9594  2.2297  5.1422
H  0.4298  3.0404  4.8418
H  1.4894  2.6463  3.4952
C  1.3326  -4.5142  -3.9231
C  0.6813  -4.0400  -2.6339
N  0.7326  -2.5936  -2.4709
C  0.3981  -2.1501  -1.1363
C  -1.0316  -2.3726  -0.6240
C  0.1711  -1.8163  -3.5612
C  -1.2969  -2.0609  -3.9407
H  2.3502  -4.1315  -4.0048
H  1.3748  -5.6030  -3.9325
H  0.7745  -4.2046  -4.8074
H  1.2185  -4.4754  -1.7879
H  -0.3450  -4.4359  -2.5856
H  0.6309  -1.0763  -1.0805
H  1.0913  -2.6353  -0.4431
H  -1.7401  -1.6991  -1.1096
H  -1.0682  -2.1746  0.4515
H  -1.3790  -3.3942  -0.7693
H  0.7830  -1.9901  -4.4482
H  0.3157  -0.7577  -3.3176
H  -1.5253  -3.1244  -4.0088
H  -1.5020  -1.6242  -4.9209
H  -1.9957  -1.6176  -3.2285

Forces on atoms 1 to 6 (eV/Å):
-0.374 -0.234 -0.422
0.309 -0.158 0.018
-0.374 0.054 -0.056
-0.540 -0.160 -0.029
-0.186 -0.461 -0.025
0.408 0.159 0.224

Here are the natural (NBO) charges for atoms 1 to 4, given in e:
1 N -1.155
2 P 1.457
3 O -1.004
4 N -0.742

No. 2
Entry from OMol25: a single CH2N4OS molecule at a distorted geometry (ωB97M-V with the def2-TZVPD basis set).

LUMO level = -0.649 eV
HOMO-LUMO gap = 8.15 eV
multiplicity = 1
HOMO = -8.8 eV
charge = 0
structure (SMILES) = On1[nH]nnc1=S
total energy = -19908.359 eV
strongest force on any atom = 2.87 eV/Å

Cartesian coordinates (Å):
C  -0.2258  0.4002  0.2115
H  0.1451  0.0794  -2.0762
H  0.6789  -2.5775  0.4881
N  0.1730  -0.7302  -0.4155
N  0.6960  -1.5401  0.5505
N  0.3787  -1.0317  1.7718
N  -0.1136  0.1476  1.5516
O  0.5174  -0.7876  -1.7576
S  -0.7217  1.7799  -0.6143

Forces on atoms 1 to 6 (eV/Å):
-0.409 0.810 -1.094
0.075 -0.009 0.291
-0.020 1.130 -0.319
-0.002 0.155 0.228
0.182 -1.543 0.499
-0.194 1.279 -2.561

Here are the natural (NBO) charges for atoms 1 to 4, given in e:
1 C 0.130
2 H 0.512
3 H 0.426
4 N 0.058

No. 3
Entry from OMol25: a single C18H19ClN2O3S molecule at a distorted geometry (ωB97M-V with the def2-TZVPD basis set).

LUMO level = 0.540 eV
HOMO-LUMO gap = 9.32 eV
multiplicity = 1
HOMO = -8.8 eV
charge = 0
structure (SMILES) = C=CCNC(=O)c1ccc(N(Cc2ccc(Cl)cc2)S(C)(=O)=O)cc1
total energy = -51454.440 eV
strongest force on any atom = 1.03 eV/Å

Cartesian coordinates (Å):
C  -0.5819  5.2611  -4.7095
C  0.3192  6.1306  -4.2938
C  1.2852  5.9102  -3.1668
N  1.3312  4.5471  -2.7011
C  0.9358  4.1895  -1.4566
O  0.5892  5.0014  -0.6191
C  0.9880  2.7270  -1.1724
C  0.7840  1.7422  -2.1341
C  0.8144  0.4038  -1.7977
C  1.0563  -0.0033  -0.4820
C  1.2564  0.9889  0.4840
C  1.2144  2.3237  0.1394
H  1.3542  3.0838  0.8931
H  1.4364  0.7319  1.5156
N  1.0913  -1.3587  -0.1756
S  0.3113  -2.5073  -1.1348
O  0.7834  -2.4340  -2.4837
O  0.4407  -3.7596  -0.4592
C  -1.4262  -1.9997  -1.1023
H  -1.4869  -0.9460  -1.3421
H  -1.8076  -2.2058  -0.1110
H  -1.9459  -2.5901  -1.8461
C  1.4679  -1.8565  1.1322
C  0.2857  -2.1083  2.0343
C  -0.7647  -1.2017  2.1263
C  -1.8513  -1.4537  2.9456
C  -1.8914  -2.6257  3.6827
C  -0.8556  -3.5431  3.6033
C  0.2229  -3.2796  2.7795
H  1.0230  -3.9993  2.7063
H  -0.8979  -4.4558  4.1762
Cl  -3.2477  -2.9480  4.7033
H  -2.6611  -0.7441  3.0126
H  -0.7441  -0.2856  1.5554
H  1.9897  -2.8009  0.9660
H  2.1731  -1.1586  1.5904
H  0.6778  -0.3399  -2.5635
H  0.5731  2.0056  -3.1607
H  1.6328  3.8442  -3.3555
H  0.9874  6.5200  -2.3059
H  2.2873  6.2303  -3.4798
H  0.4062  7.1008  -4.7638
H  -1.2521  5.4838  -5.5212
H  -0.7004  4.2953  -4.2466

Forces on atoms 1 to 6 (eV/Å):
-0.098 -0.037 -0.090
0.167 0.037 0.126
-0.010 0.138 0.121
0.064 0.050 -0.391
0.091 -0.021 -0.058
-0.046 0.039 0.200

Here are the natural (NBO) charges for atoms 1 to 4, given in e:
1 C -0.407
2 C -0.176
3 C -0.273
4 N -0.608